Entry 1:
Formula: C5H11NO
Source: OMol25
Level of theory: ωB97M-V/def2-TZVPD

ORCA input file:
```
! wB97M-V def2-TZVPD RIJCOSX def2/J DEFGRID3
* xyz 0 1
C 1.21 2.14 -1.31
C 0.39 1.14 -1.06
C 0.88 -0.33 -0.65
N 1.16 -0.45 0.85
C 0.94 -1.73 1.56
C 1.29 -2.94 1.12
H 0.79 3.14 -1.57
H 2.27 2.11 -1.09
H -0.72 1.26 -0.81
H 0.19 -1.08 -1.09
H 1.79 -0.45 -1.21
H 2.07 -0.09 1.16
H 0.67 -1.57 2.61
H 1.83 -3.05 0.00
H 1.20 -3.87 1.69
O -5.12 2.23 0.01
H -5.51 1.66 0.61
H -5.33 1.87 -0.83
*
```

Results
Relative energy (zero: lowest compared OMol25 entry of this formula, charge and spin) in kJ/mol: 368.85
HOMO in eV: -8.59


Entry 2:
Formula: C6H16N2O
Source: OMol25
Level of theory: ωB97M-V/def2-TZVPD

ORCA input file:
```
! wB97M-V def2-TZVPD RIJCOSX def2/J DEFGRID3
* xyz 0 1
C 1.17 0.42 0.03
C 1.40 1.86 0.34
C 1.60 -0.06 -1.33
C -1.67 0.49 -1.18
C -1.18 0.52 0.23
O 1.65 -0.47 1.02
N -1.63 1.36 1.09
H 1.65 -0.02 1.87
H -1.25 1.23 2.02
H 2.47 2.06 0.48
H 1.03 2.49 -0.46
H 0.87 2.16 1.25
H 1.38 -1.12 -1.47
H 2.68 0.08 -1.46
H 1.09 0.50 -2.11
H -2.76 0.49 -1.19
H -1.34 1.38 -1.72
H -1.30 -0.39 -1.72
C -1.26 -1.61 0.94
N -0.53 -2.62 0.33
H -0.78 -2.84 -0.62
H 0.46 -2.57 0.48
H -1.04 -1.45 1.99
H -2.32 -1.60 0.71
H -0.39 -0.28 0.46
*
```

Results
Relative energy (zero: lowest compared OMol25 entry of this formula, charge and spin) in kJ/mol: 552.73
HOMO (spin up / spin down) in eV: -6.15 / -6.47


Entry 3:
Formula: CHO3PS
Source: OMol25
Level of theory: ωB97M-V/def2-TZVPD

ORCA input file:
```
! wB97M-V def2-TZVPD RIJCOSX def2/J DEFGRID3
* xyz 0 1
C -0.35 0.19 0.59
O -0.34 2.89 -0.07
O -0.27 -2.36 -0.14
O 1.89 -1.16 0.00
P 0.44 1.62 -0.16
S 0.46 -1.15 -0.07
H -1.83 -0.03 -0.15
*
```

Results
Relative energy (zero: lowest compared OMol25 entry of this formula, charge and spin) in kJ/mol: 550.73
HOMO in eV: -9.89


Entry 4:
Formula: C2H8F2N2NiO8
Source: OMol25
Level of theory: ωB97M-V/def2-TZVPD

ORCA input file:
```
! wB97M-V def2-TZVPD RIJCOSX def2/J DEFGRID3
* xyz -2 3
Ni 1.33 0.20 0.65
N 3.74 5.01 1.33
O 3.52 6.18 1.43
O 2.84 4.27 0.99
O 4.87 4.58 1.66
N 0.22 -5.50 0.54
O 0.11 -4.28 0.48
O -0.77 -6.26 0.39
O 1.30 -5.97 0.70
F 4.67 -0.32 -1.01
F 3.06 -0.52 3.79
C -3.86 0.06 2.39
O -2.53 0.62 2.59
H -4.11 0.30 1.36
H -4.03 -1.01 2.45
H -4.69 0.38 3.03
H -2.64 1.36 3.19
C -0.32 -0.04 -4.54
O -0.47 0.60 -3.30
H 0.53 -0.72 -4.59
H -1.20 -0.66 -4.77
H -0.28 0.62 -5.41
H -1.28 1.11 -3.34
*
```

Results
<S²>: 2.09
Relative energy (zero: lowest compared OMol25 entry of this formula, charge and spin) in kJ/mol: 956.16
HOMO (spin up / spin down) in eV: -2.52 / -2.52


Entry 5:
Formula: C20H29F6N2O20
Source: OMol25
Level of theory: ωB97M-V/def2-TZVPD

ORCA input file:
```
! wB97M-V def2-TZVPD RIJCOSX def2/J DEFGRID3
* xyz 2 2
N 0.40 2.61 -3.18
H 1.20 2.17 -3.61
H 0.25 2.18 -2.28
H -0.44 2.46 -3.73
H 0.67 3.58 -3.12
N 3.08 -1.14 -2.30
H 2.80 -2.09 -2.09
H 2.55 -0.48 -1.75
H 2.87 -0.88 -3.25
H 4.08 -1.20 -2.32
C -0.01 -0.15 1.25
C 0.49 0.56 -0.01
O -0.12 1.58 -0.29
O 1.39 -0.02 -0.67
H -0.97 0.16 1.66
H 0.67 0.02 2.08
H 0.00 -1.21 1.03
C 1.23 -3.60 2.03
C 2.64 -3.12 2.22
O 2.98 -2.72 0.90
C 2.21 -3.48 0.02
O 2.52 -3.56 -1.19
O 1.16 -4.03 0.71
F 3.37 -4.23 2.45
H 0.67 -2.66 2.03
H 0.79 -4.33 2.72
H 2.81 -2.35 2.97
C 0.12 3.88 1.90
C -1.32 3.52 2.02
O -2.10 4.73 2.02
C -1.19 5.76 2.20
O -1.54 6.89 2.40
O 0.15 5.24 2.12
F -1.51 2.90 3.10
H 0.34 3.89 0.83
H 0.84 3.21 2.36
H -1.82 2.95 1.24
C -3.15 1.16 -0.51
C -4.27 1.16 0.51
O -5.34 0.57 -0.23
C -5.01 0.68 -1.53
O -5.73 0.23 -2.44
O -3.85 1.23 -1.71
F -4.49 2.44 0.82
H -2.66 0.18 -0.53
H -2.40 1.94 -0.36
H -4.05 0.68 1.46
C -1.42 -1.23 -2.67
C -0.54 -2.27 -1.99
O 0.50 -2.36 -2.89
C 0.29 -1.85 -4.06
O 1.03 -1.91 -5.00
O -0.88 -1.26 -4.02
F -1.12 -3.42 -2.00
H -1.46 -0.19 -2.35
H -2.48 -1.48 -2.57
H -0.18 -2.10 -0.98
C 4.57 2.96 -1.37
C 4.01 1.91 -0.40
O 4.41 2.43 0.81
C 5.43 3.32 0.62
O 5.99 3.85 1.54
O 5.69 3.48 -0.69
F 4.55 0.68 -0.67
H 3.88 3.78 -1.59
H 4.77 2.63 -2.39
H 2.92 1.97 -0.43
C -2.35 -3.85 3.13
C -3.79 -4.10 2.93
O -3.98 -3.47 1.70
C -2.92 -2.81 1.19
O -2.80 -2.21 0.16
O -1.89 -3.07 2.01
F -4.58 -3.65 3.86
H -1.67 -4.69 3.30
H -2.28 -3.25 4.03
H -4.02 -5.16 2.83
*
```

Results
<S²>: 0.75
HOMO (spin up / spin down) in eV: -15.49 / -15.48


Entry 6:
Formula: C4H11NO4
Source: OMol25
Level of theory: ωB97M-V/def2-TZVPD

ORCA input file:
```
! wB97M-V def2-TZVPD RIJCOSX def2/J DEFGRID3
* xyz 0 1
N 0.48 0.45 1.31
C -0.18 -0.87 0.97
C 0.93 -1.94 1.33
O 0.34 -2.88 1.93
C -0.45 -0.89 -0.58
C -1.86 -1.19 -0.68
O -2.74 -0.32 -0.65
H 0.61 0.34 2.34
H -0.05 1.20 0.93
H -1.16 -1.03 1.48
H 1.99 -1.85 1.09
H -0.31 0.01 -1.04
H 0.16 -1.62 -1.26
H -2.29 -2.25 -0.79
O 2.65 2.11 -0.41
H 2.47 1.17 -0.17
H 2.20 1.99 -1.32
O -0.89 2.26 -1.24
H -1.63 2.64 -1.58
H -0.26 2.67 -1.67
*
```

Results
Relative energy (zero: lowest compared OMol25 entry of this formula, charge and spin) in kJ/mol: 347.78
HOMO in eV: -9.88


Entry 7:
Formula: C20H23Cl4GeO4Pt
Source: OMol25
Level of theory: ωB97M-V/def2-TZVPD

ORCA input file:
```
! wB97M-V def2-TZVPD RIJCOSX def2/J DEFGRID3
* xyz 0 2
Pt -0.45 0.35 -0.07
C 3.21 5.21 3.61
O 2.49 4.39 4.52
C 1.69 3.44 4.00
C 1.00 2.66 4.97
C 0.18 1.67 4.55
C -0.04 1.36 3.17
C -0.93 0.33 2.83
C -1.60 -0.55 3.85
O -1.32 -0.02 1.66
C 0.67 2.18 2.19
O 0.56 2.05 0.92
C 1.54 3.21 2.66
H 3.76 5.92 4.23
H 2.53 5.75 2.95
H 3.91 4.62 3.02
H 1.14 2.89 6.01
H -0.33 1.10 5.31
H -1.52 -0.23 4.88
H -1.14 -1.54 3.75
H -2.65 -0.66 3.58
H 2.06 3.77 1.91
C -0.67 2.26 -3.33
C -0.44 0.94 -4.09
C 0.27 0.02 -3.09
O 0.45 0.82 -1.88
C 0.42 2.22 -2.28
H -1.64 2.27 -2.85
H -0.58 3.13 -3.97
H 0.20 1.11 -4.96
H -1.37 0.51 -4.45
H 1.26 -0.28 -3.42
H -0.29 -0.87 -2.81
H 1.40 2.44 -2.70
H 0.26 2.81 -1.38
Cl 0.80 -3.22 -1.28
Ge 1.13 -1.53 0.06
Cl 3.21 -1.01 -0.35
Cl 1.16 -2.43 2.06
Cl -2.71 -6.12 -2.36
C -2.59 -4.43 -1.95
C -2.54 -3.49 -2.96
C -2.45 -2.14 -2.62
C -2.39 -1.74 -1.29
C -2.26 -0.30 -0.90
C -2.47 -2.72 -0.29
C -2.56 -4.06 -0.61
H -2.58 -3.80 -3.99
H -2.43 -1.40 -3.41
H -2.92 -0.10 -0.06
H -2.46 0.36 -1.74
H -2.42 -2.42 0.75
H -2.60 -4.81 0.16
*
```

Results
<S²>: 0.76
Relative energy (zero: lowest compared OMol25 entry of this formula, charge and spin) in kJ/mol: 52.23
HOMO (spin up / spin down) in eV: -7.01 / -8.32


Entry 8:
Formula: C30H46O3P2Ti
Source: OMol25
Level of theory: ωB97M-V/def2-TZVPD

ORCA input file:
```
! wB97M-V def2-TZVPD RIJCOSX def2/J DEFGRID3
* xyz 2 1
Ti -0.21 -0.40 0.97
C -1.94 -1.19 2.66
C -1.53 -2.14 1.65
C 0.20 -1.88 3.20
C -0.87 -1.03 3.59
C -0.17 -2.53 1.97
C -3.32 -0.69 2.85
H -3.89 -0.70 1.91
H -3.33 0.32 3.25
H -3.88 -1.33 3.56
C -0.93 -0.21 4.83
H -1.73 0.53 4.77
H 0.02 0.32 4.99
H -1.12 -0.84 5.71
C 1.40 -2.20 3.99
H 1.18 -2.98 4.74
H 1.78 -1.32 4.53
H 2.20 -2.58 3.35
C 0.60 -3.62 1.30
H 0.58 -4.54 1.91
H 1.65 -3.33 1.16
H 0.18 -3.87 0.32
C -2.41 -2.84 0.68
H -2.69 -3.84 1.05
H -1.92 -2.98 -0.28
H -3.34 -2.29 0.52
C -0.89 1.52 0.04
C -1.98 0.64 0.04
C -2.39 -0.13 -1.18
C -1.22 -0.83 -1.90
C -0.08 -1.33 -1.06
C 1.07 -0.55 -0.78
C 1.25 0.87 -1.28
C 0.03 1.81 -1.12
H -2.86 0.55 -1.91
H -0.82 -0.11 -2.65
H -3.17 -0.87 -0.93
H -0.50 1.91 -2.08
H -0.89 2.32 0.79
H -2.76 0.82 0.78
H 0.46 2.81 -0.93
H 2.11 1.33 -0.75
H 2.01 -1.07 -0.53
H 1.55 0.86 -2.34
H -1.62 -1.66 -2.51
H 0.03 -2.41 -1.03
P -0.68 1.13 -4.39
C -0.93 2.92 -4.69
C -1.89 0.36 -5.52
P 1.60 -0.87 -4.89
C 0.94 0.86 -5.19
C 0.82 -1.77 -6.30
C 3.22 -0.57 -5.70
H -0.08 3.48 -4.27
H -1.84 3.22 -4.16
H -1.03 3.13 -5.76
H -1.86 0.82 -6.52
H -2.89 0.53 -5.09
H -1.75 -0.73 -5.61
H 3.09 -0.30 -6.76
H 3.83 -1.47 -5.63
H 3.73 0.25 -5.18
H 1.68 1.54 -4.71
H 0.90 1.09 -6.27
H 1.32 -2.75 -6.36
H 0.97 -1.23 -7.24
H -0.25 -1.94 -6.13
O 0.54 4.16 3.82
C 1.17 3.18 4.50
C 1.32 3.29 5.90
C 2.03 2.32 6.58
C 2.60 1.23 5.91
C 2.43 1.09 4.53
C 1.69 2.04 3.83
C 1.31 1.87 2.41
O 1.22 2.86 1.67
O 1.08 0.64 2.02
H 0.70 3.93 2.86
H 0.91 4.17 6.40
H 2.18 2.43 7.66
H 3.16 0.48 6.46
H 2.90 0.29 3.96
*
```

Results
Relative energy (zero: lowest compared OMol25 entry of this formula, charge and spin) in kJ/mol: 0.00
HOMO (spin up / spin down) in eV: -13.17 / -13.17


Entry 9:
Formula: C14H23BrCaIN6O6P2
Source: OMol25
Level of theory: ωB97M-V/def2-TZVPD

ORCA input file:
```
! wB97M-V def2-TZVPD RIJCOSX def2/J DEFGRID3
* xyz 1 1
Ca 0.21 -1.24 0.39
N -3.92 -0.84 -1.88
C -2.57 -1.49 -2.11
C -2.50 -2.08 -3.51
P -2.40 -2.71 -0.72
O -3.11 -4.02 -1.30
O -0.93 -2.99 -0.52
O -3.23 -2.12 0.36
P -1.40 -0.05 -1.92
O 0.04 -0.70 -2.28
O -1.88 0.96 -2.89
O -1.27 0.24 -0.45
H -4.68 -1.40 -2.28
H -3.93 0.10 -2.30
H -4.04 -0.82 -0.85
H -3.30 -2.81 -3.65
H -1.56 -2.60 -3.65
H -2.58 -1.29 -4.27
H -2.48 -4.70 -1.57
H 0.25 -0.73 -3.22
Br 1.56 -3.78 4.71
C -0.14 -4.30 4.08
C -0.48 -5.65 4.11
C -1.71 -6.06 3.64
C -2.62 -5.15 3.14
C -2.30 -3.80 3.11
C -1.06 -3.39 3.58
I -0.64 -1.32 3.51
H 0.24 -6.35 4.50
H -1.96 -7.12 3.67
H -3.58 -5.47 2.77
H -2.99 -3.08 2.70
N 4.70 2.85 0.80
C 4.56 1.78 1.20
N 4.41 0.55 1.65
C 3.36 -0.09 1.29
N 2.42 -0.71 0.98
N 1.48 5.21 -0.94
C 0.99 4.71 -2.27
C 0.21 3.41 -2.06
N 0.97 2.41 -1.34
C 1.47 2.91 -0.07
C 2.31 4.17 -0.21
H 0.67 5.45 -0.36
H 2.02 6.06 -1.06
H 1.87 4.54 -2.89
H 0.38 5.49 -2.72
H -0.12 3.02 -3.02
H -0.70 3.63 -1.49
H 1.69 1.99 -1.90
H 2.09 2.15 0.41
H 0.62 3.10 0.59
H 3.21 3.99 -0.79
H 2.61 4.59 0.75
*
```

Results
Relative energy (zero: lowest compared OMol25 entry of this formula, charge and spin) in kJ/mol: 75.38
HOMO in eV: -10.94


Entry 10:
Formula: C9H14
Source: OMol25
Level of theory: ωB97M-V/def2-TZVPD

ORCA input file:
```
! wB97M-V def2-TZVPD RIJCOSX def2/J DEFGRID3
* xyz 0 1
C -0.18 -1.79 1.66
C -0.45 -0.34 1.17
C -1.42 -0.30 0.17
C -1.92 0.93 -0.20
C -1.45 2.09 0.48
C -0.39 2.00 1.35
C 0.13 0.75 1.75
H 0.51 -1.68 2.53
H 0.30 -2.44 0.94
H -1.12 -2.03 2.16
H -1.80 -1.20 -0.29
H -2.91 1.07 -0.64
H -1.92 3.02 0.16
H -0.07 2.97 1.71
H 0.52 0.61 2.75
C 0.90 -0.14 -2.31
C 2.16 -0.79 -1.67
H 1.21 0.72 -2.91
H 0.27 -0.88 -2.82
H 0.31 0.22 -1.47
H 2.86 -1.11 -2.43
H 2.67 -0.06 -1.04
H 1.79 -1.63 -1.07
*
```

Results
Relative energy (zero: lowest compared OMol25 entry of this formula, charge and spin) in kJ/mol: 111.49
HOMO in eV: -9.15


Entry 11:
Formula: C20H31F2O9PS2Si
Source: OMol25
Level of theory: ωB97M-V/def2-TZVPD

ORCA input file:
```
! wB97M-V def2-TZVPD RIJCOSX def2/J DEFGRID3
* xyz 0 1
C -1.80 1.58 0.43
C -2.29 0.34 0.69
C -2.68 -0.61 -0.42
C -2.11 -2.02 -0.19
C -0.91 -2.27 -1.15
F -0.39 -3.51 -0.97
F -1.48 -2.29 -2.42
C 0.16 -1.17 -1.12
C 1.63 -1.62 -1.24
Si 2.61 -2.10 0.30
C 4.41 -2.18 -0.24
C 2.20 -3.79 1.00
C 2.47 -0.84 1.69
C 3.63 -0.32 2.27
C 3.58 0.58 3.32
C 2.37 1.00 3.83
C 1.20 0.50 3.27
C 1.25 -0.40 2.23
O -1.55 -2.28 1.13
S -1.91 -3.73 1.67
O -2.79 -3.57 2.78
O -0.79 -4.56 1.85
O -2.65 -4.23 0.34
C -3.22 -3.07 -0.29
P -4.83 -2.69 0.65
O -4.49 -1.52 1.70
O -5.15 -4.04 1.43
S -6.23 -2.21 -0.57
H -2.32 2.30 -0.21
H -0.84 1.90 0.83
H -2.42 0.03 1.72
H -2.31 -0.17 -1.34
H -3.77 -0.67 -0.53
H -0.01 -0.50 -0.28
H -0.04 -0.57 -2.01
H 2.15 -0.81 -1.74
H 1.66 -2.49 -1.91
H 5.00 -2.53 0.61
H 4.52 -2.92 -1.03
H 4.80 -1.23 -0.59
H 1.94 -4.52 0.24
H 3.06 -4.13 1.58
H 1.38 -3.70 1.71
H 4.61 -0.62 1.92
H 4.50 0.94 3.75
H 2.31 1.68 4.67
H 0.23 0.81 3.65
H 0.31 -0.78 1.85
H -3.61 -3.24 -1.29
H -4.70 -1.74 2.61
H -5.11 -3.96 2.39
C 1.29 7.40 -2.93
C 0.45 6.85 -1.80
O -0.35 5.73 -2.21
C 0.31 4.58 -2.36
O 1.48 4.40 -2.16
O -0.56 3.65 -2.76
C 0.02 2.38 -3.03
H 0.66 7.65 -3.78
H 1.82 8.29 -2.61
H 2.03 6.67 -3.27
H -0.26 7.59 -1.46
H 1.07 6.57 -0.94
H 0.59 2.03 -2.17
H 0.66 2.43 -3.91
H -0.79 1.68 -3.22
*
```

Results
HOMO in eV: -8.81


Entry 12:
Formula: C4H8FN
Source: OMol25
Level of theory: ωB97M-V/def2-TZVPD

ORCA input file:
```
! wB97M-V def2-TZVPD RIJCOSX def2/J DEFGRID3
* xyz 0 1
C -0.25 -1.73 -0.16
C 0.78 0.24 0.70
C 0.34 1.53 0.01
C -0.40 0.55 -0.87
H 0.10 -2.36 0.92
H -0.11 -2.16 -1.15
H -1.43 -1.54 0.21
H 0.14 0.14 1.63
H 1.70 0.28 1.16
H 1.10 2.14 -0.30
H -1.50 0.27 -0.64
H -0.44 0.83 -2.02
N 0.52 -0.61 -0.38
F -0.55 2.43 0.88
*
```

Results
Relative energy (zero: lowest compared OMol25 entry of this formula, charge and spin) in kJ/mol: 331.62
HOMO in eV: -9.48


Entry 13:
Formula: C6H11N
Source: OMol25
Level of theory: ωB97M-V/def2-TZVPD

ORCA input file:
```
! wB97M-V def2-TZVPD RIJCOSX def2/J DEFGRID3
* xyz 0 1
C -0.38 -1.08 -1.21
C 0.24 -0.37 -0.27
C -0.44 0.31 0.89
C -1.94 0.08 1.01
C 1.74 -0.17 -0.34
C 2.42 -0.79 0.81
N 2.94 -1.28 1.72
H 0.16 -1.55 -2.03
H -1.46 -1.23 -1.19
H 0.06 -0.02 1.82
H -0.24 1.39 0.82
H -2.47 0.44 0.12
H -2.34 0.61 1.88
H -2.17 -0.99 1.13
H 1.98 0.90 -0.34
H 2.15 -0.60 -1.26
H -0.03 2.53 -1.76
H -0.22 1.81 -1.80
*
```

Results
Relative energy (zero: lowest compared OMol25 entry of this formula, charge and spin) in kJ/mol: 156.43
HOMO in eV: -10.12